Entry 1:
DFT (the ωB97M-V functional and the def2-TZVPD basis) results for 9 unconnected molecules or ions with the total composition C2H21O9.

Cartesian coordinates (Å):
C -0.594 1.030 0.136
C 0.882 1.187 0.024
O 1.441 -0.188 -0.079
H -1.000 0.486 0.993
H -0.867 0.449 -0.802
H -1.169 1.974 0.231
H 1.310 1.780 0.744
H 1.088 1.706 -0.884
O 3.858 0.088 -0.969
H 2.990 0.083 -0.621
H 3.805 0.797 -1.601
O -3.455 1.710 -1.146
H -2.734 2.257 -1.423
H -3.303 1.648 -0.198
O 0.607 -1.182 -2.283
H -0.333 -1.451 -2.192
H 0.751 -0.637 -1.453
O -0.241 1.337 4.007
H 0.253 0.744 3.412
H 0.144 2.192 4.072
O -2.929 -0.674 -2.909
H -2.384 0.129 -2.902
H -3.516 -0.587 -2.178
O 1.937 -2.633 0.359
H 1.504 -2.717 1.254
H 1.702 -1.771 0.016
O -1.190 -2.084 -0.191
H -0.849 -1.223 -0.008
H -0.500 -2.681 0.005
O 1.167 -0.622 2.491
H 1.364 -0.263 1.553
H 0.249 -0.880 2.527

Forces on atoms 1 to 3 (eV/Å):
C -1.69 -0.03 -0.87
C -0.10 -3.62 -1.59
O -1.07 3.72 1.13

The electronic energy comes out at -20843.380 eV. The value obtained for the energy above the lowest of the compared OMol25 structures with the same formula, charge and spin is 1.295 eV. Its total charge is -1.

***

Entry 2:
DFT (the ωB97M-V functional and the def2-TZVPD basis) results for 5 unconnected molecules or ions with the total composition C4H21N2O4.

Cartesian coordinates (Å):
C -1.318 -2.261 -0.268
N -1.513 -1.641 1.082
C -2.505 -0.595 1.118
C 0.084 -2.066 -0.742
N 0.412 -0.736 -1.311
C 0.829 0.278 -0.342
H -1.682 -3.284 -0.197
H -2.053 -1.726 -0.874
H -1.617 -2.365 1.770
H -2.246 0.284 0.522
H -3.482 -0.938 0.743
H -2.690 -0.163 2.104
H 0.840 -2.540 -0.111
H 0.287 -2.765 -1.576
H -0.519 -0.402 -1.679
H 1.043 -0.846 -2.112
H 1.614 -0.112 0.291
H 1.213 1.167 -0.825
H 0.092 0.717 0.322
H 1.581 1.486 -3.393
H 0.594 0.479 -4.077
O 1.290 0.561 -3.398
H 3.375 2.015 1.343
H 3.247 2.699 0.080
O 2.965 1.868 0.478
H -1.140 3.624 1.133
H -1.250 3.497 -0.396
O -1.230 2.991 0.416
H -0.291 -0.223 2.398
H 0.542 -0.460 3.630
O 0.422 0.177 2.920

Forces on atoms 1 to 3 (eV/Å):
C -1.15 1.54 1.88
N 1.03 0.07 -0.27
C -1.22 0.27 -0.03

Its multiplicity is 2. The electronic energy comes out at -15654.572 eV. The value obtained for the energy above the lowest of the compared OMol25 structures with the same formula, charge and spin is 0.514 eV. Its total charge is 0.

***

Entry 3:
DFT (the ωB97M-V functional and the def2-TZVPD basis) results for a gas-phase ion, C13H6N7O4 (charge -1).

Cartesian coordinates (Å):
N -2.508 0.692 5.054
C -2.183 0.389 3.977
C -1.777 0.031 2.641
C -2.311 0.544 1.422
C -2.080 -0.092 0.186
N -2.856 0.268 -0.957
O -3.673 1.212 -0.831
O -2.761 -0.402 -2.018
C -1.044 -1.117 -0.023
C -0.520 -1.572 1.248
N -0.059 -2.855 1.473
O 0.391 -3.725 0.757
O -0.216 -3.072 2.898
N -0.565 -1.899 3.549
C -0.848 -1.040 2.514
H -2.953 1.423 1.462
H -1.248 -1.919 -0.781
C 2.931 2.079 -0.762
C 1.840 1.323 -0.338
C 1.174 0.550 -1.283
C 1.705 0.375 -2.590
C 2.772 1.189 -3.047
C 3.379 2.006 -2.099
N 1.035 -0.718 -3.152
N 0.089 -1.086 -2.281
N 0.086 -0.334 -1.192
H 3.437 2.735 -0.041
H 1.482 1.215 0.690
H 3.052 1.190 -4.109
H 4.231 2.613 -2.366

Forces on atoms 1 to 3 (eV/Å):
N 0.41 -0.47 -1.42
C -0.35 0.85 0.44
C 0.17 1.23 -0.76

The electronic energy comes out at -32191.552 eV. The SMILES is N#CC1=CC(=[N+]([O-])[O-])[C@@H](n2nnc3ccccc32)c2c1no[n+]2[O-]. Its total charge is -1.